1.
The following is a quantum chemistry calculation of a structure of composition C21H20Cl3O6RuS3Si, from OMol25.

DFT total energy = -4223.53505 Eh
Total charge = -2
⟨S²⟩ = 0.760
Frontier orbital gap (alpha / beta) = 5.57 / 5.80 eV
2S+1 = 2

Cartesian coordinates (Å):
Ru1 -0.2501 0.2418 -1.0620
O1 1.4056 -2.0417 2.0422
C1 1.5133 -1.0386 1.3259
O2 1.0819 -0.9471 0.1298
C2 2.2596 0.1627 1.9324
C3 3.4033 0.6287 1.0189
C4 4.3370 1.5861 1.7943
C5 3.5196 2.9063 1.7511
C6 2.2252 2.4075 1.0856
O3 2.7517 1.5077 0.1151
C7 1.4897 1.5104 2.1083
C8 -0.0401 1.4799 2.0036
O4 -0.6745 1.5856 3.0666
O5 -0.5825 1.3329 0.8633
H1 2.6362 -0.1824 2.8947
H2 3.8947 -0.1678 0.4641
H3 5.2931 1.6925 1.2798
H4 4.5311 1.2357 2.8099
H5 4.0055 3.6491 1.1166
H6 3.3496 3.3434 2.7363
H7 1.6087 3.1524 0.5888
H8 1.6822 1.8813 3.1155
S1 1.1021 1.7033 -2.2401
C9 0.0707 2.2863 -3.5208
C10 0.5965 3.0772 -4.5520
C11 -0.2096 3.5740 -5.5578
C12 -1.5766 3.2844 -5.5627
C13 -2.1085 2.5006 -4.5560
C14 -1.3013 1.9980 -3.5310
S2 -1.9780 1.0337 -2.2430
H9 1.6609 3.2857 -4.5475
H10 0.2225 4.1795 -6.3475
H11 -2.2146 3.6615 -6.3545
H12 -3.1651 2.2546 -4.5503
C15 -3.0202 -0.3871 2.1068
S3 -1.5581 -1.1714 1.4238
O6 -1.7440 -1.0629 -0.0730
C16 -2.0189 -2.8644 1.7715
C17 -1.8484 -3.3499 3.0604
C18 -2.1847 -4.6648 3.3409
C19 -2.6617 -5.4900 2.3288
C20 -2.7917 -5.0016 1.0360
C21 -2.4657 -3.6827 0.7485
H13 -3.8938 -0.7485 1.5654
H14 -2.8449 0.6785 1.9705
H15 -3.0759 -0.6184 3.1704
H16 -1.4266 -2.7068 3.8242
H17 -2.0504 -5.0543 4.3428
H18 -2.9086 -6.5229 2.5446
H19 -3.1315 -5.6543 0.2412
H20 -2.5143 -3.2803 -0.2561
Cl1 -0.0972 -0.8880 -4.7587
Si1 0.2385 -1.2655 -2.7107
Cl2 -0.7860 -3.1184 -2.5161
Cl3 2.2443 -1.9119 -2.7790

Atom-resolved charges from Mulliken, all expressed in e:
1. Ru 1.387
2. O -0.802
3. C -0.355
4. O -0.470
5. C -0.032
6. C 0.028
7. C -0.924
8. C -1.084
9. C -0.002
10. O -0.455
11. C 0.528
12. C -0.484
13. O -0.845
14. O -0.733
15. H 0.353
16. H 0.635
17. H 0.339
18. H 0.346
19. H 0.326
20. H 0.408
21. H 0.572
22. H 0.514
23. S -0.294
24. C 0.359
25. C -0.739
26. C -0.513
27. C -0.456
28. C -0.678
29. C 0.748
30. S -0.590
31. H 0.382
32. H 0.305
33. H 0.313
34. H 0.362
35. C -1.187
36. S 1.369
37. O -0.583
38. C 0.074
39. C -0.387
40. C -0.678
41. C -0.339
42. C -0.679
43. C -0.353
44. H 0.392
45. H 0.305
46. H 0.448
47. H 0.409
48. H 0.347
49. H 0.352
50. H 0.394
51. H 0.277
52. Cl -0.357
53. Si 0.540
54. Cl -0.392
55. Cl -0.403

2.
The following is a quantum chemistry calculation of a cluster of 3 separate species, C21H20ClF2N2O3 in total at a distorted geometry, from OMol25.

DFT total energy = -1806.72312 Eh
Total charge = +1
Frontier orbital gap = 4.87 eV
2S+1 = 1

Cartesian coordinates (Å):
N1 -4.4527 0.6867 1.9008
C1 -3.8675 -0.4927 1.0974
O1 -2.5375 -0.6093 1.1173
C2 -4.9241 -1.4345 0.2698
C3 -5.0154 -2.9903 0.7791
O2 -3.9441 -3.4118 1.6954
C4 -3.4877 -4.7914 1.3225
O3 -4.2824 -5.8792 1.4014
C5 -1.9156 -4.9528 0.8338
C6 -0.7734 -5.3900 1.9489
C7 0.7835 -5.4897 1.3920
N2 1.0914 -5.1814 -0.0590
C8 0.0914 -4.8111 -1.1324
Cl1 0.5492 -4.4952 -2.9197
C9 -1.5267 -4.6709 -0.7614
H1 -5.0153 0.3394 2.7118
H2 -3.6907 1.3104 2.2479
H3 -6.0040 -0.9558 0.4187
H4 -4.6347 -1.3808 -0.8770
H5 -5.1033 -3.6682 -0.1963
H6 -6.0579 -3.1242 1.3403
H7 -1.0515 -5.6226 3.0723
H8 1.6056 -5.8035 2.1784
H9 2.1106 -5.2442 -0.3456
H10 -2.3525 -4.3896 -1.5719
F1 0.9534 3.1565 1.5382
C10 1.1654 1.9880 0.9182
C11 2.3504 1.7901 0.2180
C12 2.5737 0.5717 -0.4234
C13 1.6037 -0.4321 -0.3665
C14 0.4153 -0.2219 0.3346
C15 0.1972 0.9923 0.9851
H11 3.0887 2.5842 0.1778
H12 3.5003 0.4042 -0.9668
H13 1.7764 -1.3805 -0.8706
H14 -0.3400 -1.0031 0.3740
H15 -0.7170 1.1693 1.5420
F2 4.1543 4.3385 0.2883
C16 4.0710 5.1973 -0.7365
C17 5.2344 5.7413 -1.2696
C18 5.1485 6.6315 -2.3400
C19 3.8980 6.9765 -2.8587
C20 2.7357 6.4290 -2.3135
C21 2.8227 5.5303 -1.2505
H16 6.1963 5.4681 -0.8482
H17 6.0526 7.0564 -2.7689
H18 3.8312 7.6743 -3.6907
H19 1.7634 6.7021 -2.7162
H20 1.9300 5.0884 -0.8205

Atom-resolved charges from Mulliken, all expressed in e:
1. N -0.562
2. C 0.414
3. O -0.506
4. C -0.530
5. C -0.279
6. O -0.245
7. C 0.006
8. O -0.430
9. C 0.738
10. C -0.330
11. C -0.156
12. N -0.105
13. C 0.170
14. Cl -0.064
15. C -0.250
16. H 0.266
17. H 0.298
18. H 0.289
19. H 0.300
20. H 0.270
21. H 0.290
22. H 0.360
23. H 0.376
24. H 0.300
25. H 0.348
26. F -0.304
27. C 0.126
28. C -0.078
29. C -0.621
30. C -0.327
31. C -0.333
32. C -0.514
33. H 0.522
34. H 0.374
35. H 0.353
36. H 0.408
37. H 0.451
38. F -0.347
39. C 0.372
40. C -0.447
41. C -0.378
42. C -0.460
43. C -0.394
44. C -0.199
45. H 0.404
46. H 0.355
47. H 0.360
48. H 0.354
49. H 0.356

3.
The following is a quantum chemistry calculation of a structure of composition C21H20F3N6RuS at a distorted geometry, from OMol25.

DFT total energy = -1933.44375 Eh
Total charge = 0
⟨S²⟩ = 0.795
Frontier orbital gap (alpha / beta) = 6.48 / 6.75 eV
2S+1 = 2

Cartesian coordinates (Å):
Ru1 0.9377 0.1319 -0.9764
N1 3.6023 3.7079 -1.6546
C1 3.1186 2.4305 -1.5764
S1 1.9558 1.9054 -2.7117
N2 3.6141 1.6908 -0.6109
N3 2.9552 0.4920 -0.5733
C2 3.6739 -0.5351 -0.2800
C3 3.0387 -1.8248 -0.4191
C4 3.6496 -3.0331 -0.1073
C5 2.9653 -4.2073 -0.3521
C6 1.6918 -4.1372 -0.9049
C7 1.1404 -2.8992 -1.1676
N4 1.7973 -1.7550 -0.9289
H1 3.5322 4.1592 -2.5497
H2 4.4324 3.8959 -1.1158
H3 4.7275 -0.4201 -0.0555
H4 4.6423 -3.0310 0.3212
H5 3.4104 -5.1640 -0.1140
H6 1.1257 -5.0302 -1.1271
H7 0.1454 -2.7906 -1.5735
F1 -3.6216 5.4768 -1.2313
C8 -3.5123 4.6196 -0.2027
F2 -3.3984 5.3446 0.9177
F3 -4.6706 3.9422 -0.1299
C9 -2.3472 3.6809 -0.3975
C10 -1.3484 3.5641 0.5448
C11 -0.3183 2.6658 0.3008
N5 -0.2583 1.9115 -0.7915
C12 -1.2204 2.0521 -1.7116
C13 -2.2810 2.9189 -1.5547
H8 -1.3546 4.1516 1.4506
H9 0.4943 2.5451 1.0051
H10 -1.1190 1.4451 -2.6004
H11 -3.0386 2.9948 -2.3220
C14 0.7252 -0.7957 2.4666
C15 -0.6295 -1.3354 2.1115
C16 -1.4052 -1.9062 3.1079
C17 -2.6423 -2.4804 2.8471
C18 -3.1260 -2.4986 1.5423
C19 -2.3955 -1.9410 0.5136
C20 -2.9000 -2.0117 -0.9006
C21 -1.1315 -1.3158 0.7804
N6 -0.5089 -0.7265 -0.2432
H12 0.7667 -0.5549 3.5286
H13 0.9812 0.0910 1.8903
H14 1.5054 -1.5366 2.2631
H15 -1.0241 -1.9044 4.1228
H16 -3.2214 -2.9139 3.6518
H17 -4.0871 -2.9508 1.3271
H18 -3.9765 -2.1795 -0.9196
H19 -2.4254 -2.8377 -1.4387
H20 -2.6675 -1.1011 -1.4506

Atom-resolved charges from Mulliken, all expressed in e:
1. Ru 1.136
2. N -0.459
3. C 0.541
4. S -0.409
5. N -1.421
6. N 0.836
7. C -0.786
8. C 0.775
9. C -0.870
10. C -0.175
11. C -0.844
12. C -0.159
13. N -0.162
14. H 0.224
15. H 0.257
16. H 0.362
17. H 0.410
18. H 0.432
19. H 0.389
20. H 0.531
21. F -0.252
22. C 0.732
23. F -0.281
24. F -0.247
25. C 0.438
26. C -0.853
27. C -0.250
28. N 0.134
29. C -0.309
30. C -0.895
31. H 0.479
32. H 0.508
33. H 0.487
34. H 0.420
35. C -1.227
36. C 0.652
37. C -0.716
38. C -0.750
39. C -0.711
40. C 1.088
41. C -1.511
42. C 0.370
43. N -0.720
44. H 0.470
45. H 0.034
46. H 0.195
47. H 0.405
48. H 0.395
49. H 0.401
50. H 0.466
51. H 0.246
52. H 0.194

4.
The following is a quantum chemistry calculation of a cluster of 4 separate species, C21H20F3NO12 in total at a distorted geometry, from OMol25.

DFT total energy = -2069.03108 Eh
Total charge = 0
Frontier orbital gap = 7.14 eV
SMILES = Cc1ccccc1CC1=C(N)C(=O)OC1=O.O=C1OC[C@@H](F)O1.O=C1OC[C@@H](F)O1.O=C1OC[C@@H](F)O1
2S+1 = 1

Cartesian coordinates (Å):
C1 -0.2923 -2.6564 -1.0520
C2 0.6450 -1.5175 -1.8112
C3 1.9099 -2.0854 -2.7134
C4 2.8522 -0.9992 -3.5257
C5 2.5798 0.6369 -3.4144
C6 1.3189 1.2155 -2.5127
C7 0.3738 0.1158 -1.7317
C8 -0.9112 0.7359 -0.8807
C9 -2.2637 0.0609 -1.5932
C10 -2.5046 -0.0408 -3.0581
N1 -1.6875 0.3667 -4.2640
C11 -3.9989 -0.7562 -3.0801
O1 -4.8850 -0.7613 -4.1048
O2 -4.2708 -1.3684 -1.7612
C12 -3.5183 -0.6076 -0.7499
O3 -3.6794 -0.4593 0.5686
H1 0.1343 -3.7259 -1.2608
H2 -1.3918 -2.6268 -1.4675
H3 -0.2990 -2.4824 0.1229
H4 2.1006 -3.2630 -2.7610
H5 3.7461 -1.3593 -4.2108
H6 3.2895 1.4009 -3.9795
H7 1.0569 2.3555 -2.4151
H8 -0.8484 0.4951 0.2712
H9 -0.9973 1.9042 -1.0292
H10 -2.1785 -0.0555 -5.1089
H11 -0.7388 -0.0676 -4.2832
C13 4.4914 1.1990 1.3812
C14 3.2313 1.5204 0.6529
O4 3.3109 0.7268 -0.5094
C15 4.0481 -0.3602 -0.1466
O5 4.1046 -1.3946 -0.7905
O6 4.7112 -0.1528 1.0319
F1 3.2075 2.8198 0.2805
H12 5.3407 1.8034 1.0454
H13 4.3865 1.3121 2.4637
H14 2.3182 1.2739 1.2052
C16 -7.6443 -0.9290 -0.8741
C17 -7.3576 0.2956 -0.0742
O7 -8.6192 0.9123 0.0479
C18 -9.5190 -0.1101 0.0072
O8 -10.6842 -0.0105 0.3541
O9 -8.9544 -1.2641 -0.4628
F2 -6.5382 1.1321 -0.7499
H15 -7.6396 -0.7410 -1.9530
H16 -6.9453 -1.7411 -0.6564
H17 -6.9477 0.0955 0.9215
C19 5.8765 0.9583 6.8043
C20 5.0357 0.1756 5.8545
O10 4.9344 1.0205 4.7307
C21 6.0829 1.7538 4.7338
O11 6.4888 2.3940 3.7782
O12 6.7295 1.6782 5.9370
F3 3.7949 -0.0175 6.3552
H18 5.2923 1.6627 7.4058
H19 6.4521 0.3163 7.4765
H20 5.4709 -0.7840 5.5556

Atom-resolved charges from Mulliken, all expressed in e:
1. C -0.805
2. C 0.718
3. C -0.670
4. C -0.429
5. C -0.477
6. C -0.624
7. C 0.505
8. C -0.578
9. C -0.177
10. C 0.514
11. N -0.529
12. C 0.458
13. O -0.547
14. O -0.225
15. C 0.436
16. O -0.586
17. H 0.379
18. H 0.070
19. H 0.221
20. H 0.227
21. H 0.304
22. H 0.326
23. H 0.287
24. H 0.231
25. H 0.355
26. H 0.332
27. H 0.268
28. C -0.183
29. C 0.380
30. O -0.039
31. C 0.504
32. O -0.482
33. O -0.326
34. F -0.318
35. H 0.244
36. H 0.027
37. H 0.279
38. C -0.248
39. C 0.396
40. O -0.316
41. C 0.537
42. O -0.530
43. O -0.326
44. F -0.300
45. H 0.278
46. H 0.190
47. H 0.300
48. C -0.450
49. C 0.270
50. O -0.305
51. C 0.674
52. O -0.518
53. O -0.315
54. F -0.272
55. H 0.282
56. H 0.275
57. H 0.308